# 1
This record from the Open Molecules 2025 dataset describes a structure of composition C16H40CaO12V2 at a distorted geometry. The level of theory is ωB97M-V/def2-TZVPD.

Last column: Mulliken charge in e.
CARTESIAN COORDINATES (ANGSTROEM)
O -21.863 18.419 27.164  -0.39
V -20.636 19.403 26.805  1.03
O -20.654 19.600 25.193  -0.47
O -16.664 21.085 25.784  -0.43
V -16.907 20.815 27.362  1.25
O -15.486 20.628 27.964  -0.44
Ca -18.457 18.123 29.411  1.19
C -19.310 20.678 28.730  2.07
O -20.105 19.770 28.991  -0.03
O -19.168 20.989 27.556  -0.89
O -18.208 20.468 29.213  -0.91
C -21.923 15.327 29.203  -1.51
C -20.601 15.516 29.893  0.89
C -19.418 14.800 29.119  -1.37
O -20.303 16.862 29.918  -0.22
H -22.208 14.275 29.181  0.46
H -22.087 15.728 28.202  0.32
H -22.709 15.761 29.820  0.43
H -20.645 15.181 30.929  0.26
H -18.615 14.458 29.772  0.33
H -19.043 15.428 28.311  0.28
H -19.742 13.843 28.712  0.39
H -21.136 17.335 29.986  0.27
C -19.581 24.687 29.141  -1.01
C -20.475 24.366 30.406  0.48
C -19.754 23.414 31.461  -0.80
O -20.705 25.607 31.037  -0.59
H -20.215 25.160 28.390  0.24
H -19.115 23.779 28.758  0.02
H -18.842 25.460 29.351  0.47
H -21.475 24.075 30.086  0.19
H -19.015 24.009 31.998  0.40
H -19.200 22.653 30.911  -0.18
H -20.339 22.901 32.225  0.43
H -21.198 25.443 31.844  0.34
C -21.481 23.495 26.086  -1.45
C -22.131 22.651 27.184  1.49
C -23.580 23.016 27.517  -1.47
O -22.204 21.406 26.574  -0.34
H -20.432 23.202 26.032  0.26
H -21.508 24.574 26.237  0.39
H -21.986 23.348 25.131  0.42
H -21.448 22.613 28.033  -0.69
H -23.573 23.958 28.065  0.38
H -24.044 22.283 28.177  0.26
H -24.312 23.043 26.711  0.45
H -22.767 21.569 25.814  0.38
C -22.274 19.714 32.605  -1.10
C -23.077 19.331 31.294  0.20
C -23.565 20.570 30.521  -0.91
O -22.217 18.622 30.456  -0.69
H -21.690 18.895 33.026  0.28
H -22.994 19.905 33.401  0.51
H -21.554 20.525 32.488  0.01
H -23.884 18.645 31.553  0.50
H -22.751 21.137 30.068  -0.06
H -24.055 21.214 31.252  0.42
H -24.260 20.261 29.741  0.41
H -21.508 19.198 30.161  -0.22
C -18.820 19.658 33.762  -1.44
C -18.214 19.805 32.361  1.70
C -16.823 20.468 32.349  -1.36
O -18.192 18.485 31.723  -0.41
H -17.998 19.506 34.462  0.44
H -19.444 18.768 33.844  0.38
H -19.438 20.516 34.026  0.30
H -18.865 20.419 31.739  -0.77
H -16.108 19.979 33.010  0.44
H -16.846 21.508 32.675  0.36
H -16.466 20.474 31.320  0.27
H -17.684 17.852 32.235  0.20

2S+1: 1
Net charge: +2



# 2
This record from the Open Molecules 2025 dataset describes the molecule C3H8S. The level of theory is ωB97M-V/def2-TZVPD.

Last column: natural (NBO) charge in e.
CARTESIAN COORDINATES (ANGSTROEM)
C -0.828 -0.472 -0.929  -0.61
C 0.500 0.232 -1.140  -0.53
S 1.483 0.547 0.346  0.16
C 0.366 0.322 1.771  -0.73
H -1.302 -0.694 -1.877  0.22
H -0.625 -1.444 -0.460  0.21
H -1.535 0.106 -0.341  0.21
H 1.105 -0.481 -1.698  0.21
H 0.366 1.099 -1.779  0.21
H 0.972 -0.142 2.533  0.23
H -0.450 -0.343 1.501  0.22
H -0.052 1.269 2.074  0.21

2S+1: 1
ΔE to the lowest compared entry with this formula, charge and spin (kJ/mol): 26.48
SMILES: CCSC



# 3
This record from the Open Molecules 2025 dataset describes a structure of composition C9H14Si3 at a distorted geometry. The level of theory is ωB97M-V/def2-TZVPD.

Last column: natural (NBO) charge in e.
CARTESIAN COORDINATES (ANGSTROEM)
C 0.528 1.929 -1.316  -0.20
C -0.709 2.507 -1.159  -0.22
C 0.821 0.813 -0.612  -0.42
C -0.176 0.132 0.203  -0.40
C -1.641 1.872 -0.323  -0.33
C -1.451 0.606 0.311  -0.43
C 3.224 -2.783 0.201  -0.45
C 3.575 -1.532 1.027  -0.58
C 1.870 -2.517 -0.502  -0.85
Si 1.505 -0.778 0.182  1.37
Si -3.389 2.783 -0.240  0.89
Si -2.739 -0.457 1.232  0.90
H 1.289 2.456 -1.820  0.21
H -0.902 3.522 -1.566  0.21
H 4.010 -2.701 -0.524  0.22
H 3.207 -3.808 0.761  0.22
H 3.628 -1.521 2.074  0.20
H 4.317 -0.861 0.633  0.21
H 1.813 -2.572 -1.530  0.23
H 1.136 -3.147 -0.156  0.23
H -3.764 2.444 1.058  -0.16
H -4.059 1.964 -1.142  -0.18
H -3.269 3.972 -0.853  -0.17
H -2.429 -1.635 0.535  -0.17
H -3.967 0.104 0.920  -0.18
H -2.427 -0.793 2.606  -0.15

2S+1: 1
ΔE to the lowest compared entry with this formula, charge and spin (kJ/mol): 0.00



Calculated orbital gap (eV), listed in the same order as above: 4.68, 9.44, 8.46
Calculated LUMO (eV), listed in the same order as above: -9.988, 1.056, 0.245